C2HF2IO as an isolated structure at a distorted geometry, computed with wB97M-V/def2-TZVPD.

The HOMO-LUMO gap is 9.83 eV. The value obtained for the largest force on an atom is 3.169 eV/Å. The calculation puts the energy above the lowest of the compared OMol25 structures with the same formula, charge and spin at 132.1 kJ/mol.

Last column: natural (NBO) charge in e.
Atoms and positions in Å:
C1 0.778 -0.911 0.179  0.44
C2 -0.279 0.729 -0.158  0.53
O1 1.767 -1.108 -0.390  -0.45
F1 -0.203 1.379 -1.309  -0.32
F2 -0.124 1.615 0.854  -0.34
I1 -2.332 -0.143 -0.154  -0.03
H1 0.393 -1.562 0.979  0.17

One molecule with the formula C5H5N5OS2 at a distorted geometry, computed with wB97M-V/def2-TZVPD.

The HOMO-LUMO gap is 8.19 eV. The value obtained for the largest force on an atom is 4.064 eV/Å. The calculation puts the energy above the lowest of the compared OMol25 structures with the same formula, charge and spin at 187.8 kJ/mol.

Last column: natural (NBO) charge in e.
Atoms and positions in Å:
C1 -0.289 0.989 -0.180  0.27
C2 -0.622 -1.104 0.121  0.73
C3 1.642 -0.459 -0.358  -0.20
C4 -0.446 -1.567 -1.257  -0.70
C5 0.611 0.074 1.849  -0.44
N1 -1.446 2.162 -1.505  -0.09
N2 -0.829 1.018 -1.399  -0.36
N3 -0.628 2.120 0.458  -0.32
N4 -1.314 2.865 -0.363  -0.08
N5 0.363 -0.155 0.459  -0.36
O1 -1.531 -1.461 0.792  -0.45
S1 3.094 0.095 0.093  0.16
S2 1.273 -1.454 -1.717  0.48
H1 -0.888 -2.552 -1.475  0.28
H2 -0.941 -0.851 -1.848  0.33
H3 0.059 0.945 1.945  0.27
H4 0.165 -0.791 2.355  0.23
H5 1.728 0.125 2.030  0.25